[1]
ORCA calculation (ωB97M-V/def2-TZVPD) on a structure of composition C31H47Cl2IN5O3P2RbS2.

```
94
Properties=species:S:1:pos:R:3:forces:R:3:mulliken_charge:R:1
Rb -0.251613 0.099654 -0.434989 -0.344 0.307 0.150 0.81
Cl 0.430203 -1.992743 1.927913 0.048 -0.126 0.085 -0.13
C 0.855447 -3.022321 0.545631 0.073 -0.039 0.006 1.20
Cl 2.376149 -2.485377 -0.227119 -0.020 -0.054 0.036 -0.19
H 0.061161 -2.941536 -0.231104 0.023 0.005 0.020 -1.35
H 1.030561 -4.023281 0.920183 -0.032 -0.049 -0.015 0.45
S -1.726815 0.899705 2.485332 -0.036 -0.044 -0.069 -0.31
C -2.043037 2.572239 2.801332 0.054 -0.077 -0.055 0.01
C -2.731156 2.902834 3.980135 0.005 0.103 0.021 -0.94
C -2.956706 4.208628 4.395661 0.040 -0.028 -0.129 0.81
C -3.645599 4.453231 5.623337 -0.053 0.018 0.118 -0.07
N -4.201538 4.631485 6.617834 0.010 0.000 -0.028 -0.66
C -2.485520 5.265831 3.596086 0.039 -0.110 -0.052 0.57
C -1.837908 4.961019 2.402159 -0.046 -0.032 0.090 -1.05
C -1.619411 3.651604 1.953137 0.012 0.038 -0.037 0.05
S -0.826988 3.446495 0.417744 -0.075 -0.082 -0.076 -0.24
C -2.659582 6.630818 3.974861 -0.013 0.120 0.042 -0.04
N -2.787693 7.741451 4.259316 -0.002 -0.023 -0.005 -0.66
H -3.075547 2.086583 4.600341 -0.002 -0.012 0.026 0.41
H -1.481957 5.769750 1.778131 -0.010 0.029 -0.013 0.37
C -2.100093 3.250654 -2.791820 -0.029 0.039 -0.058 -0.69
C -1.319775 2.115654 -3.256659 0.114 -0.170 -0.012 0.45
N -0.702242 1.208653 -3.601898 -0.075 0.138 0.018 -0.34
H -2.016138 3.322980 -1.697806 -0.009 0.011 0.000 -0.09
H -3.141060 3.121840 -3.086022 -0.009 0.005 0.028 0.29
H -1.706183 4.166850 -3.229912 -0.012 0.006 0.012 0.31
I 0.880641 3.177571 4.994561 -0.015 0.014 0.055 0.13
C 1.636256 3.035328 3.063891 0.046 -0.052 -0.113 -0.27
C 2.096792 4.156223 2.401007 -0.008 0.037 0.047 -0.14
C 2.592671 3.994182 1.119310 0.028 -0.023 -0.018 -0.86
C 2.611342 2.725065 0.567673 -0.001 -0.027 -0.022 -0.04
N 2.162713 1.640496 1.198013 0.142 0.062 0.005 -0.02
C 1.670212 1.801666 2.424553 -0.050 -0.079 0.011 -0.26
H 2.043143 5.132386 2.865032 0.007 0.000 -0.007 0.39
H 2.936803 4.840516 0.540118 -0.007 0.015 0.018 0.38
H 2.994719 2.578517 -0.437831 -0.017 -0.017 0.032 0.26
H 1.267996 0.923522 2.913232 0.003 -0.010 -0.003 0.34
C 1.489213 -1.457484 -3.790777 0.050 0.054 -0.010 -0.38
O 2.653306 -0.646345 -3.514445 -0.080 -0.060 0.023 -0.53
P 2.481571 0.536824 -2.406364 0.175 0.152 -0.123 0.61
O 2.308150 1.879595 -3.294432 0.064 -0.004 -0.116 -0.10
C 3.149505 2.165458 -4.404951 -0.014 -0.019 0.031 -0.78
O 4.083223 0.744968 -2.089204 0.013 -0.105 0.018 -0.46
C 4.665671 -0.141155 -1.136832 -0.021 0.015 0.032 -0.68
H 1.856365 -2.434082 -4.104399 -0.004 0.007 -0.011 0.38
H 0.906173 -0.998660 -4.590802 0.005 -0.015 0.016 0.31
H 0.839307 -1.590867 -2.919285 0.012 0.009 -0.003 0.15
H 2.629645 2.897853 -5.021315 -0.003 0.002 0.011 0.20
H 3.338944 1.266013 -4.993132 -0.003 0.001 0.002 0.32
H 4.100973 2.579385 -4.067384 0.006 -0.003 0.008 0.23
H 5.702556 0.164742 -1.003320 -0.009 0.025 -0.006 0.25
H 4.646136 -1.173996 -1.496131 -0.004 0.033 -0.018 0.27
H 4.144362 -0.082185 -0.177386 -0.006 -0.001 -0.031 0.24
C -0.311612 -5.084267 -2.986742 0.017 0.044 -0.007 -1.62
C -1.704064 -4.591751 -3.412364 -0.053 -0.068 -0.026 2.32
C -2.592200 -5.805074 -3.712102 0.015 0.034 0.028 -1.92
C -1.478451 -3.831421 -4.726675 0.040 0.005 0.017 -1.98
P -2.261412 -3.301127 -2.080267 0.088 0.004 0.089 -0.14
N -1.090407 -2.417494 -1.646510 -0.080 0.016 0.037 -0.27
C -3.718187 -2.312317 -2.857344 -0.045 -0.058 -0.074 2.45
C -4.806842 -3.074707 -3.620982 0.004 -0.057 0.014 -1.99
C -3.091786 -1.269049 -3.793535 -0.006 0.030 -0.031 -1.91
C -4.403386 -1.511565 -1.741978 0.063 0.029 0.048 -2.12
C -3.020698 -4.322122 -0.627272 -0.077 -0.071 -0.022 2.42
C -4.396806 -4.973336 -0.818235 0.015 0.053 0.001 -2.10
C -2.031485 -5.437276 -0.262310 0.058 0.017 0.008 -1.93
C -3.076297 -3.400525 0.601721 0.050 0.014 -0.015 -1.84
H 0.196302 -5.521850 -3.855291 -0.002 0.005 0.024 0.52
H -0.351252 -5.849018 -2.213645 -0.004 0.002 0.035 0.30
H 0.271879 -4.238747 -2.611505 -0.009 -0.042 -0.025 0.16
H -2.150686 -6.380061 -4.537262 0.004 0.018 0.011 0.52
H -3.600866 -5.526932 -4.016256 -0.043 0.042 -0.001 0.23
H -2.671357 -6.481644 -2.861442 -0.023 0.012 0.004 0.27
H -0.919920 -4.475380 -5.417085 0.005 0.022 0.013 0.64
H -0.898321 -2.922162 -4.551194 -0.024 -0.053 -0.015 0.14
H -2.408893 -3.558701 -5.220194 -0.043 -0.025 -0.008 0.25
H -4.427898 -3.541810 -4.529353 0.051 -0.037 -0.033 0.25
H -5.585045 -2.365267 -3.930345 0.017 0.002 0.007 0.53
H -5.292594 -3.845516 -3.020310 0.037 0.035 -0.027 0.25
H -2.838725 -1.674715 -4.771814 -0.034 0.045 0.033 0.16
H -2.182023 -0.865148 -3.351850 -0.001 0.040 0.016 0.40
H -3.804530 -0.450615 -3.952581 0.028 -0.016 0.005 0.60
H -5.030006 -2.127942 -1.100872 -0.008 -0.066 0.053 0.24
H -5.054301 -0.759409 -2.202069 0.009 -0.016 0.023 0.64
H -3.676249 -0.989892 -1.117741 0.011 -0.018 0.011 0.37
H -4.437939 -5.642636 -1.678340 0.034 -0.008 -0.039 0.25
H -5.191611 -4.235605 -0.924812 0.015 0.024 -0.003 0.29
H -4.635092 -5.569970 0.071681 0.017 0.008 -0.001 0.52
H -2.022785 -6.248553 -0.987873 0.017 -0.016 -0.019 0.30
H -2.326299 -5.865280 0.702744 0.027 0.006 -0.016 0.63
H -1.016710 -5.046198 -0.167555 -0.041 -0.017 0.012 0.14
H -3.948357 -2.752612 0.606776 -0.033 0.079 -0.042 0.30
H -2.189155 -2.767165 0.652435 -0.036 -0.031 0.003 0.30
H -3.120770 -4.012742 1.510084 -0.018 0.029 -0.020 0.52
```
Forces are in eV/Å.

Gap between HOMO and LUMO ... 4.8268 eV
2S+1 ... 1
Total charge ... -2

[2]
ORCA calculation (ωB97M-V/def2-TZVPD) on a structure of composition C5H12N3 at a distorted geometry.

```
20
Properties=species:S:1:pos:R:3:forces:R:3:mulliken_charge:R:1
C -1.456106 -0.993844 -0.478908 1.038 -1.421 2.062 -0.69
C -0.799271 1.319553 0.420276 -1.087 -1.405 -1.229 -0.78
C 0.025908 -1.069628 -0.577055 1.220 2.070 0.821 -0.73
C 1.021571 -0.544178 0.485819 -1.891 -2.651 3.021 0.52
C 0.566534 0.781228 -0.040978 -2.915 -3.867 0.645 0.04
N 2.438071 -0.890444 0.458005 -1.430 1.324 -0.539 -0.60
N 1.476952 1.620862 -0.437288 1.623 2.282 -1.476 -0.38
N -1.814223 0.102101 0.491122 -1.254 0.685 0.709 -0.27
H -1.724583 -0.801533 -1.456886 -1.318 1.208 -1.902 0.38
H -2.113462 -1.870542 -0.224209 0.929 0.365 0.461 0.39
H -0.692982 1.746834 1.387158 -0.178 0.175 1.093 0.40
H -1.370352 2.043362 -0.203368 1.162 -0.325 -0.016 0.39
H 0.328103 -1.656100 -1.415136 0.733 0.051 -0.513 0.36
H 0.652786 -0.902157 1.598897 0.848 1.383 -2.221 0.20
H 2.642319 -1.616953 1.137424 0.369 0.121 -0.907 0.26
H 2.860629 -0.864733 -0.476631 -0.092 -0.822 0.898 0.21
H 1.307327 2.292500 -1.151439 -0.707 0.629 -0.421 0.25
H 2.391452 1.278535 -0.596765 1.013 -0.569 0.552 0.26
H -2.794209 0.339615 0.172079 1.328 0.472 0.782 0.37
H -1.947782 -0.233342 1.498142 0.609 0.294 -1.819 0.42
```
Forces are in eV/Å.

Gap between HOMO and LUMO ... 7.7433 eV
2S+1 ... 1
Total charge ... +1

[3]
ORCA calculation (ωB97M-V/def2-TZVPD) on an isolated molecule of C17H22BrNO3S.

```
45
Properties=species:S:1:pos:R:3:forces:R:3:mulliken_charge:R:1
O -0.400424 -1.322537 2.248968 0.311 -0.027 0.243 -0.75
C -1.361720 -1.594835 1.552540 -0.491 -0.398 -0.119 0.55
N -2.455851 -0.824577 1.474799 -0.326 0.193 -0.114 -0.08
H -3.165406 -1.037538 0.792237 0.124 -0.139 -0.002 0.27
C -2.577853 0.430518 2.182840 -0.116 0.274 0.185 -0.74
H -1.641495 0.572505 2.723639 -0.145 0.001 -0.003 0.35
H -3.394133 0.347000 2.911583 0.160 0.061 0.004 0.36
C -2.855134 1.609809 1.248846 0.230 -0.149 0.201 -1.31
C -1.774000 1.850104 0.219213 -0.256 0.086 0.067 0.87
C -0.497851 1.984499 0.549888 0.135 -0.041 0.012 -0.34
C 0.598671 2.270894 -0.428092 -0.007 0.134 -0.156 -0.07
C 0.043519 2.806770 -1.742883 0.107 -0.211 -0.017 -1.07
C -1.099543 1.909360 -2.198011 -0.104 0.216 -0.049 -0.39
C -2.249513 1.990492 -1.200024 0.288 -0.081 -0.169 -0.81
H -2.974330 1.202251 -1.419180 -0.112 0.009 0.037 0.38
H -2.771272 2.950015 -1.301441 -0.114 -0.044 -0.025 0.38
H -1.446928 2.199815 -3.191721 0.002 -0.054 -0.023 0.38
H -0.748753 0.877801 -2.238135 -0.006 0.029 -0.109 0.01
H -0.325581 3.825253 -1.597792 0.023 0.076 -0.026 0.36
H 0.831718 2.836547 -2.497856 -0.002 0.070 -0.002 0.40
H 1.303845 2.983243 0.010200 0.040 -0.068 -0.004 0.44
H 1.147484 1.342220 -0.617415 0.096 0.066 -0.006 -0.23
H -0.185753 1.877718 1.580049 -0.070 -0.072 0.234 0.31
H -3.807097 1.440033 0.739760 -0.067 0.064 0.008 0.37
H -2.971976 2.501873 1.871076 -0.145 -0.025 -0.017 0.38
C -1.438021 -2.913117 0.784063 0.138 0.230 0.064 -0.76
C -0.047805 -3.313226 0.336671 0.184 0.550 -0.297 -0.89
H 0.662600 -3.224461 1.154767 0.032 -0.046 0.045 0.43
H -0.008133 -4.302260 -0.108683 0.069 -0.011 -0.091 0.50
S 0.473332 -2.140106 -0.974752 0.407 -0.314 -0.272 1.35
O -0.482771 -1.064728 -1.022811 -0.097 0.197 0.397 -0.44
O 0.667889 -2.888115 -2.190274 0.239 -0.243 0.035 -0.78
C 2.068408 -1.462045 -0.489421 -0.514 -0.302 -0.049 -0.12
C 2.188850 -0.754414 0.692656 0.036 0.071 0.129 -0.10
C 3.412228 -0.196941 1.024598 0.046 -0.026 -0.069 -0.68
C 4.484029 -0.358471 0.160005 0.135 0.034 0.006 0.03
C 4.364673 -1.067722 -1.025137 0.017 0.106 0.085 -0.52
C 3.138709 -1.623171 -1.348664 -0.076 -0.130 -0.121 -0.50
H 2.993003 -2.179230 -2.261224 0.063 -0.068 -0.115 0.51
H 5.213139 -1.179942 -1.682233 0.041 -0.005 -0.035 0.44
Br 6.161014 0.410217 0.611310 -0.135 -0.062 -0.034 -0.19
H 3.530595 0.359298 1.941386 0.008 0.035 0.059 0.49
H 1.338169 -0.646338 1.348094 -0.059 0.050 0.087 0.44
H -2.091604 -2.814521 -0.082022 -0.132 -0.058 0.084 0.39
H -1.848950 -3.669956 1.458597 0.044 0.024 -0.061 0.41
```
Forces are in eV/Å.

Gap between HOMO and LUMO ... 9.1954 eV
SMILES string ... O=C(CCS(=O)(=O)c1ccc(Br)cc1)NCCC1=CCCCC1
2S+1 ... 1

Relative energy (zero: lowest compared OMol25 entry of this formula, charge and spin), respectively: 33.94; 391.02; 0.00 kJ/mol.
E, respectively: -120554.7981; -9840.1592; -106496.6028 eV.
E_HOMO, respectively: -1.26; -11.10; -8.70 eV.